Entry 1:
The following is a DFT calculation (ωB97M-V/def2-TZVPD) of a cluster of 2 separate species, ClH5N2Si in total.

Last column: Löwdin charge in e.
CARTESIAN COORDINATES (ANGSTROEM)
Cl 2.928 -0.164 -0.314  0.212
Si -0.693 -0.302 0.284  0.569
N -0.534 1.298 -0.201  -0.088
N 0.436 -1.440 -0.146  -0.246
H 1.826 -0.797 -0.195  -0.398
H 0.111 1.842 -0.848  0.095
H -1.018 1.949 0.275  -0.041
H 0.337 -2.363 0.146  -0.062
H -1.533 -0.213 1.494  -0.041

Computed properties:
- Spin multiplicity: 1
- Total charge: 0
- HOMO-LUMO gap: 9.5 eV
- SMILES: [H]/N=[SiH]/N.Cl


Entry 2:
The following is a DFT calculation (ωB97M-V/def2-TZVPD) of a structure of composition C30H31AuBrN6O4SSe.

Last column: Löwdin charge in e.
CARTESIAN COORDINATES (ANGSTROEM)
Au -0.757 0.113 2.674  0.570
Br -3.382 1.943 2.275  0.790
Se 0.541 1.393 0.886  0.840
S -2.377 -1.431 1.598  0.708
O -0.258 -6.012 -2.880  0.145
O -2.393 5.233 6.135  0.122
O -1.728 -0.349 4.724  -0.168
O -0.929 -4.381 -4.220  0.125
N -0.218 0.599 -1.718  -0.009
N -1.620 -1.401 5.368  -0.011
N 1.200 -0.834 -0.816  0.008
N -1.026 2.263 3.642  -0.095
N -0.894 -4.519 6.636  0.183
N 0.548 -1.809 3.184  0.105
C -0.580 3.856 5.355  0.026
C 0.062 -0.340 -2.681  -0.143
C 0.490 0.294 -0.616  -0.590
C -0.357 -0.460 -4.001  0.017
C 0.177 -1.497 -4.736  -0.045
C 1.464 -2.321 -2.853  0.003
C -2.780 3.688 4.418  -0.014
C -0.883 -3.548 6.032  -0.170
C -2.061 -2.986 -2.040  0.002
C -0.195 2.844 4.502  -0.116
C -1.912 4.285 5.340  -0.294
C -0.421 -4.114 -0.678  -0.022
C -0.754 -3.311 0.394  -0.096
C 2.164 -1.381 0.112  -0.151
C -1.079 -3.965 -1.900  -0.127
C -1.567 4.303 -3.781  -0.101
C -1.772 -2.366 0.259  -0.649
C 4.239 1.051 0.621  -0.109
C 1.079 -2.406 -4.175  -0.062
C 4.011 0.239 -0.646  -0.245
C -0.922 1.841 -1.937  -0.157
C -0.571 4.274 -2.627  -0.251
C -0.818 -2.403 5.206  -0.306
C 0.964 -1.259 -2.107  -0.135
C 3.602 -1.212 -0.390  -0.164
C 0.085 -2.310 4.123  -0.151
C 0.069 2.903 -2.423  -0.189
C -2.278 2.703 3.601  -0.726
C -0.762 -4.794 -3.105  -0.487
C -2.420 -2.203 -0.969  -0.094
H -1.065 4.585 -1.704  0.111
H -3.208 -1.474 -1.047  0.107
H -1.383 2.158 -0.996  0.100
H -0.252 -3.426 1.343  0.088
H 0.864 2.987 -1.674  0.095
H 0.137 4.304 6.028  0.124
H -1.060 0.230 -4.438  0.119
H 1.947 -2.442 0.261  0.122
H -2.440 3.689 -3.569  0.067
H 2.033 -0.867 1.067  0.068
H 3.254 0.734 -1.262  0.100
H 3.726 -1.783 -1.311  0.101
H 4.264 -1.646 0.361  0.125
H -1.908 5.321 -3.950  0.076
H 2.137 -3.044 -2.423  0.123
H 3.321 1.166 1.195  0.003
H 0.229 4.987 -2.832  0.112
H 0.823 2.481 4.484  0.123
H -1.103 3.948 -4.699  0.078
H -0.287 -6.269 -1.948  0.114
H 1.469 -3.196 -4.794  0.122
H 0.367 -4.848 -0.566  0.124
H -3.809 4.004 4.365  0.125
H -0.109 -1.614 -5.768  0.120
H -1.723 5.596 6.731  0.136
H 4.984 0.576 1.252  0.079
H -1.705 1.665 -2.675  0.126
H 4.593 2.045 0.360  0.077
H 4.939 0.225 -1.219  0.114
H 0.521 2.568 -3.359  0.122
H -2.537 -2.875 -3.001  0.132

Computed properties:
- Spin multiplicity: 1
- Total charge: +1
- HOMO-LUMO gap (alpha / beta): 5.3 / 5.3 eV


no.,strongest force on any atom (eV Å⁻¹)
1,4.3
2,2.1